Here is a structure of composition C34H57N3O3SiV from OMol25. Energies are from the ωB97M-V functional and the def2-TZVPD basis.

Its highest occupied orbital energy (spin up / spin down) is -6.915 / -8.219 eV. The value obtained for the LUMO energy (spin up / spin down) is 0.518 / 0.444 eV. Its spin multiplicity is 4.

Each line ends with the Mulliken charge.
Geometry (Å):
O 1.0698 -2.4213 0.3569  -0.06
O -2.1191 -2.3352 -5.1013  -0.41
C 2.1729 -2.4525 -0.6351  0.37
C 3.1005 -3.5851 -0.2738  -1.43
H 2.6533 -1.4603 -0.5799  -0.50
H 1.8237 -2.5357 -1.6842  0.43
H 3.5792 -3.3562 0.6920  0.25
H 3.8835 -3.7135 -1.0308  0.40
H 2.5329 -4.5284 -0.2176  0.33
C -0.0755 -3.2723 0.0205  -0.16
C -0.1303 -3.8642 -1.3811  -1.36
H -0.9882 -2.6954 0.2321  0.22
H -0.0420 -4.0530 0.7840  0.34
H -0.3588 -3.0923 -2.1282  0.26
H -0.9350 -4.6138 -1.4321  0.38
H 0.7939 -4.3834 -1.6480  0.37
C -2.9201 -1.8128 -4.0541  0.41
C -1.2490 -1.3199 -5.6133  0.27
C -3.6193 -2.9384 -3.3177  -1.15
H -3.6826 -1.1486 -4.5064  0.41
H -2.3234 -1.2055 -3.3404  -0.27
H -3.9956 -3.6721 -4.0330  0.36
H -4.4603 -2.5473 -2.7412  0.37
H -2.9571 -3.4499 -2.6109  0.10
C -0.7424 -1.8462 -6.9425  -1.40
H -0.4007 -1.0939 -4.9283  0.07
H -1.8215 -0.3795 -5.7502  0.23
H -0.1713 -2.7700 -6.7923  0.32
H -0.1155 -1.1263 -7.4707  0.39
H -1.6223 -2.0831 -7.5506  0.32
H -0.0969 1.4520 -1.3712  -0.08
N 1.6104 1.0553 2.0411  1.41
C 1.6134 2.3565 2.3836  0.51
C 0.4585 3.1214 2.2297  -1.42
C -0.8194 2.6087 2.0231  0.41
C 2.8432 3.0044 2.9646  -1.51
H 3.7218 2.9576 2.3062  0.24
H 3.1296 2.5937 3.9479  0.22
H 2.6374 4.0691 3.1326  0.52
C -1.9762 3.5753 2.1061  -1.69
H -2.5053 3.5180 3.0730  0.30
H -2.7095 3.4033 1.3076  0.26
H -1.6168 4.6091 2.0059  0.49
N -1.0590 1.2767 1.8747  1.82
C 2.7915 0.2677 2.2442  0.05
C 3.8043 0.2336 1.2710  0.36
C 3.7583 1.0738 0.0323  -1.15
C 4.8491 -0.6615 1.4675  -0.61
H 5.6207 -0.7376 0.7007  0.44
C 4.9188 -1.4469 2.6169  -1.04
H 5.7377 -2.1498 2.7429  0.39
C 3.9479 -1.3246 3.6166  -0.85
H 4.0011 -1.9106 4.5277  0.50
C 2.8896 -0.4369 3.4470  1.25
C 1.8330 -0.2730 4.4948  -1.20
C -2.3942 0.8388 2.2299  -0.28
C -3.3486 0.5606 1.2328  0.42
C -3.0725 0.8382 -0.2148  -0.57
C -4.5849 0.0418 1.6181  -1.20
H -5.3203 -0.1823 0.8474  0.44
C -4.8848 -0.1637 2.9675  -1.03
H -5.8516 -0.5816 3.2494  0.40
C -3.9540 0.1861 3.9471  -1.16
H -4.1908 0.0733 5.0057  0.41
C -2.7092 0.7070 3.5971  1.60
C -1.7314 1.1072 4.6614  -0.98
V 0.2028 -0.1881 1.6853  0.84
H 3.3427 0.5139 -0.8184  0.19
H 4.7803 1.3609 -0.2538  0.47
H 3.1725 1.9905 0.1538  -0.24
H 1.5102 0.7751 4.5958  0.21
H 2.2307 -0.5850 5.4694  0.54
H 0.9430 -0.8862 4.2869  -0.06
H -3.9552 0.5776 -0.8152  0.48
H -2.2233 0.2634 -0.6152  -0.15
H -2.8643 1.9048 -0.3972  -0.05
H -0.8243 0.4830 4.6865  -0.10
H -2.2059 1.0217 5.6470  0.51
H -1.4052 2.1504 4.5462  0.18
H 0.5714 4.1909 2.3609  0.29
C 0.2515 0.7278 -2.1258  0.77
Si 0.3690 2.4539 -2.8473  0.14
H 1.0717 0.1145 -1.6985  -0.33
H -0.6157 0.1022 -2.3119  -0.37
C 1.8178 2.3103 -4.0151  -1.10
C 0.7802 3.5823 -1.3295  -0.26
C -1.4844 2.6353 -3.2522  -0.94
H -1.9469 1.6616 -3.4884  0.16
H -1.7032 3.2931 -4.1024  0.44
H -2.0797 3.0130 -2.4000  0.25
H 2.6851 1.9254 -3.4522  0.30
H 2.1539 3.2110 -4.5361  0.38
H 1.6161 1.5623 -4.7913  0.31
H 1.5795 3.1156 -0.7097  -0.30
H -0.0951 3.6954 -0.6520  0.08
H 1.0988 4.5930 -1.6520  0.52
O -1.3687 -3.3090 4.1795  -0.67
C -1.0002 -2.5130 3.3782  0.84
N -0.6259 -1.6526 2.6248  -0.91

Forces on atoms 1 to 6 (eV/Å):
O 0.2745 0.5628 -1.9428
O 0.5343 0.7242 0.5656
C -0.7454 0.4995 0.4281
C 0.2727 -0.0428 0.1331
H -0.0894 -0.5146 0.2685
H -0.1477 0.0029 0.7025

Here is a structure of composition C34H58BN4O8P2Ti from OMol25. Energies are from the ωB97M-V functional and the def2-TZVPD basis.

Its highest occupied orbital energy is -15.879 eV. Its charge is +3. The value obtained for the LUMO energy is -8.831 eV. Its spin multiplicity is 1.

Each line ends with the Mulliken charge.
Geometry (Å):
Ti 0.9064 -0.0489 0.3814  2.56
N -1.0972 -0.6366 0.3767  1.28
C -1.9705 -1.3369 1.3105  0.47
C -3.3069 -1.4539 1.0686  -0.27
C -4.1109 -2.1887 1.9698  -1.04
C -3.5494 -2.7906 3.0600  -0.91
C -2.1630 -2.6604 3.3196  1.11
C -1.5105 -3.2727 4.4129  -0.84
C -0.1652 -3.0951 4.5667  -1.59
C 0.5209 -2.2655 3.6586  -0.01
N -0.0434 -1.6520 2.6408  0.21
C -1.3671 -1.8928 2.4463  -1.11
H -1.4841 0.3356 0.2983  -0.22
H -1.2533 -1.0290 -0.5603  0.07
H -3.7468 -1.0105 0.1847  0.64
H -5.1700 -2.2836 1.7783  0.47
H -4.1572 -3.3722 3.7393  0.49
H -2.0786 -3.8779 5.1075  0.49
H 0.3779 -3.5587 5.3757  0.50
H 1.5814 -2.1064 3.8013  0.60
C 2.2725 0.1718 3.2650  -1.57
N 1.9160 0.9018 2.0191  0.42
C 0.8871 1.9122 2.3740  -1.28
C 3.1314 1.5784 1.4796  -0.25
C 4.0479 0.5705 0.8267  -1.19
N 3.4062 0.0261 -0.3895  0.92
C 4.1544 -1.1761 -0.8316  -1.42
C 3.5633 1.0024 -1.4888  -1.65
H 2.8473 0.8486 3.9035  0.41
H 2.8593 -0.7124 3.0348  0.29
H 1.3573 -0.1173 3.7732  0.69
H 1.2442 2.5651 3.1768  0.53
H -0.0162 1.4035 2.7253  0.28
H 0.6453 2.5234 1.5013  0.31
H 3.6273 2.1084 2.2995  0.61
H 2.7998 2.3257 0.7539  -0.38
H 4.2804 -0.2537 1.5006  0.33
H 5.0002 1.0543 0.5743  0.53
H 5.1652 -0.8846 -1.1328  0.48
H 3.6598 -1.6206 -1.6951  0.37
H 4.2417 -1.9023 -0.0363  0.35
H 3.0723 0.6291 -2.3850  0.52
H 3.1323 1.9655 -1.2233  0.27
H 4.6268 1.1514 -1.6986  0.48
C -4.0533 -0.5302 -3.2549  -1.51
C -2.7691 0.2539 -3.3583  0.64
C -1.6392 -0.4787 -4.0386  -1.22
O -2.3047 0.5556 -1.9785  -0.25
P -2.3704 1.9898 -1.3506  0.29
O -2.0419 1.9414 0.0946  -1.20
C -1.0889 2.9439 -2.2032  -0.56
P 0.6066 2.5621 -1.7854  -0.50
O 0.7552 1.2387 -0.9764  -1.11
O 1.3754 2.2782 -3.0845  0.15
C 1.9328 3.2365 -4.0964  0.90
C 0.8192 4.0086 -4.7517  -1.39
C 2.7301 2.3862 -5.0503  -1.38
O 1.2987 3.6638 -0.9670  -0.69
C 1.1313 5.0380 -0.3596  0.70
C 1.5392 6.0560 -1.3900  -1.42
C -0.2387 5.2470 0.2371  -1.38
O -3.7267 2.5637 -1.8207  0.00
C -4.3083 3.9275 -1.6360  0.76
C -4.3693 4.2815 -0.1712  -1.15
C -5.6555 3.8765 -2.3084  -1.53
H -4.4371 -0.7350 -4.2531  0.48
H -4.8117 0.0257 -2.7068  0.35
H -3.8776 -1.4849 -2.7584  0.29
H -2.9564 1.2128 -3.8478  0.35
H -1.4049 -1.3996 -3.5017  0.28
H -0.7376 0.1325 -4.1024  0.15
H -1.9342 -0.7531 -5.0505  0.50
H -1.2418 4.0025 -2.0002  0.64
H -1.1831 2.7894 -3.2799  0.78
H 2.5858 3.8947 -3.5199  0.05
H 0.1662 3.3517 -5.3266  0.31
H 1.2654 4.7201 -5.4463  0.53
H 0.2230 4.5855 -4.0446  0.24
H 2.0826 1.6893 -5.5807  0.34
H 3.5073 1.8290 -4.5334  0.36
H 3.2100 3.0319 -5.7843  0.43
H 1.8725 4.9896 0.4393  0.30
H 0.8053 6.1270 -2.1933  0.24
H 2.5183 5.8340 -1.8079  0.32
H 1.5959 7.0325 -0.9085  0.55
H -0.9631 5.5954 -0.4983  0.37
H -0.1575 6.0337 0.9875  0.56
H -0.6161 4.3538 0.7349  0.30
H -3.6376 4.5982 -2.1835  0.16
H -5.0046 3.5806 0.3685  0.32
H -4.7991 5.2785 -0.0748  0.50
H -3.3901 4.2894 0.3015  0.16
H -6.3277 3.2116 -1.7688  0.36
H -5.5698 3.5400 -3.3392  0.38
H -6.0904 4.8750 -2.3123  0.45
O 1.2485 -3.1227 -0.8979  -0.38
B 1.4294 -1.9993 -0.1761  0.77
O 2.1323 -2.1461 0.9974  0.67
C 2.4389 -3.5266 1.0058  0.36
C 3.1657 -4.2389 1.9306  -0.79
C 3.3239 -5.5954 1.6538  -0.97
C 2.7818 -6.1787 0.5105  -0.59
C 2.0584 -5.4381 -0.4217  -1.34
C 1.9105 -4.1029 -0.1333  1.01
H 3.5981 -3.7850 2.8098  0.51
H 3.8858 -6.2089 2.3422  0.48
H 2.9307 -7.2341 0.3375  0.47
H 1.6435 -5.8805 -1.3133  0.57

Forces on atoms 1 to 6 (eV/Å):
Ti 0.9262 -0.1093 0.8632
N -0.1111 0.3656 -0.6638
C 0.1558 -0.0284 -0.1261
C -0.0102 -0.1917 0.1031
C 0.0673 0.0342 -0.0272
C 0.0321 0.0505 -0.0305

We obtain maximum force values of 2.4; 1.3 eV/A for the records listed above, in that order.
We obtain electronic energy values of -2953.23428; -3707.80217 a.u. for the records listed above, in that order.